1.
Density functional theory data (ωB97M-V with the def2-TZVPD basis set) for C7H20CoCsO7 as an isolated structure.

Geometry as ORCA input:
```
! wB97M-V def2-TZVPD RIJCOSX def2/J DEFGRID3
* xyz 1 4
Cs 4.7647 -1.1928 -1.5688
Co 0.8306 -2.1888 -3.5333
C 0.8980 -0.8239 -1.4393
O 0.8271 -0.5199 -0.2194
O -0.0489 -0.7851 -2.2580
O 1.8648 -1.5260 -1.8342
C -2.1693 1.9475 -1.1128
C -3.0401 1.1523 -2.0725
O -2.2970 0.5879 -3.0840
H -1.3305 1.4199 -0.6589
H -2.7668 2.2578 -0.2556
H -1.7410 2.8406 -1.5678
H -3.6110 1.9971 -2.4579
H -3.6427 0.5069 -1.4334
H -1.6205 0.1511 -2.5615
C 3.1095 1.5670 2.5594
C 3.1295 1.9517 1.1073
O 3.3068 0.7936 0.3615
H 2.5685 2.3066 3.1497
H 4.1223 1.2897 2.8518
H 2.5194 0.6539 2.6374
H 3.8794 2.7159 0.9027
H 2.2197 2.4810 0.8242
H 2.4780 0.3895 0.0942
C -1.9215 -3.5356 -0.6389
O -2.5062 -2.1886 -0.5902
H -1.0944 -3.5774 0.0698
H -2.7514 -4.2240 -0.4791
H -1.5186 -3.6529 -1.6448
H -1.8352 -1.5692 -0.8864
C -0.4692 0.0028 2.9501
O -0.3227 -1.1900 2.1288
H 0.3857 0.3815 3.5102
H -0.8620 0.8221 2.3479
H -1.3271 -0.2923 3.5542
H -0.0277 -0.9499 1.2474
*
```

## Properties
**Gap between HOMO and LUMO (spin up / spin down)**: 5.0 / 4.9 eV

***

2.
Density functional theory data (ωB97M-V with the def2-TZVPD basis set) for C4H15LiNO3 as an isolated structure.

Geometry as ORCA input:
```
! wB97M-V def2-TZVPD RIJCOSX def2/J DEFGRID3
* xyz 1 1
Li 14.2708 1.4677 -2.7693
O 16.6027 -0.3814 -2.1022
H 17.5487 -0.2393 -2.1356
H 16.4843 -1.2810 -2.4073
O 15.8038 4.3386 -2.6600
H 16.1702 5.0859 -3.1327
H 15.9106 4.5634 -1.7358
C 11.1012 -0.9221 -3.0507
C 11.0791 0.2267 -4.0807
C 10.5924 1.5770 -3.5013
O 11.3478 1.9301 -2.3854
C 10.6490 2.9036 -1.5964
N 12.4229 0.3540 -4.6088
H 10.6343 -0.6360 -2.1082
H 12.0147 -1.4501 -2.7770
H 10.4694 -1.7116 -3.4575
H 10.3983 -0.1326 -4.8524
H 9.5314 1.3970 -3.3282
H 10.6264 2.2744 -4.3383
H 10.1975 3.7830 -2.0557
H 11.3510 3.3511 -0.8927
H 9.8279 2.5196 -0.9910
H 12.8600 -0.5442 -4.7581
H 12.5050 0.8443 -5.4880
*
```

## Properties
**Energy above the lowest of the compared OMol25 structures with the same formula, charge and spin**: 2.430 eV
**Gap between HOMO and LUMO**: 9.6 eV

***

3.
Density functional theory data (ωB97M-V with the def2-TZVPD basis set) for one molecule with the formula C21H40O4.

Geometry as ORCA input:
```
! wB97M-V def2-TZVPD RIJCOSX def2/J DEFGRID3
* xyz 0 1
C -9.1162 -0.2776 -0.9196
C -8.4546 -0.3133 0.4529
C -7.4038 -1.4167 0.5883
C -6.2114 -1.2932 -0.3619
C -5.3910 -0.0233 -0.1472
C -4.1232 -0.0266 -0.9988
C -3.3491 1.2903 -0.9435
C -2.8115 1.6425 0.4513
C -1.9109 0.5738 0.9949
C -0.5953 0.5138 0.8551
C 0.2700 1.5184 0.1567
C 0.9548 2.4373 1.1762
C 1.7738 3.5568 0.5303
C 2.9462 3.0767 -0.3270
C 4.0302 2.3789 0.4912
C 5.2398 1.9491 -0.3399
C 4.8860 0.9555 -1.4565
C 4.0862 -0.2028 -0.9135
O 2.9257 -0.4087 -1.1830
O 4.8203 -0.9473 -0.0920
C 4.2659 -2.1070 0.5476
C 2.9669 -1.8143 1.3332
O 1.7945 -2.1077 0.6292
C 4.0610 -3.2426 -0.4789
O 3.4499 -4.3599 0.0939
H -9.9241 0.4509 -0.9303
H -8.4022 -0.0006 -1.6907
H -9.5307 -1.2526 -1.1677
H -8.0009 0.6565 0.6639
H -9.2239 -0.4833 1.2106
H -7.8874 -2.3814 0.4136
H -7.0332 -1.4172 1.6168
H -5.5616 -2.1584 -0.2053
H -6.5573 -1.3331 -1.3962
H -5.1275 0.0504 0.9094
H -5.9888 0.8525 -0.4073
H -4.4014 -0.2166 -2.0393
H -3.4703 -0.8416 -0.6808
H -2.5047 1.2226 -1.6335
H -3.9964 2.1026 -1.2854
H -3.6501 1.7873 1.1346
H -2.2755 2.5907 0.3843
H -2.4120 -0.2224 1.5300
H -0.0612 -0.3154 1.3011
H -0.3180 2.1255 -0.5320
H 1.0245 0.9846 -0.4237
H 0.1831 2.8943 1.8014
H 1.5874 1.8409 1.8362
H 1.1085 4.1544 -0.0981
H 2.1554 4.2104 1.3195
H 3.3874 3.9415 -0.8296
H 2.5704 2.4019 -1.0951
H 4.3730 3.0550 1.2786
H 3.6083 1.4984 0.9785
H 5.9720 1.4822 0.3218
H 5.7043 2.8265 -0.7942
H 4.2970 1.4410 -2.2337
H 5.8065 0.5673 -1.8943
H 5.0457 -2.3925 1.2599
H 2.9498 -2.4481 2.2231
H 2.9873 -0.7649 1.6614
H 1.7753 -1.5342 -0.1588
H 5.0350 -3.5683 -0.8526
H 3.4738 -2.8595 -1.3244
H 2.5542 -4.0977 0.3552
*
```

## Properties
**Energy above the lowest of the compared OMol25 structures with the same formula, charge and spin**: 0.124 eV
**Gap between HOMO and LUMO**: 9.8 eV
**SMILES**: CCCCCCCC/C=C\CCCCCCCC(=O)OC(CO)CO

***

4.
Density functional theory data (ωB97M-V with the def2-TZVPD basis set) for C19H45Cl2InO15P3 as an isolated structure.

Geometry as ORCA input:
```
! wB97M-V def2-TZVPD RIJCOSX def2/J DEFGRID3
* xyz -1 1
C -3.6043 1.1142 7.3872
C -4.8851 0.5004 6.8319
O -4.6815 0.0062 5.5217
C -5.5987 0.5173 4.5736
C -5.3621 -0.2049 3.2674
O -4.0447 0.0391 2.8864
C -3.7371 -0.4556 1.5749
In -1.8503 0.5496 0.9191
C -1.4558 0.2893 -1.2915
C -0.3619 1.2235 -1.6496
O 0.4900 1.5635 -0.8379
C -0.1448 -0.5094 1.9805
Cl 0.8080 0.3834 3.1763
C 0.1999 -1.7805 1.7591
C 1.3383 -2.5276 2.3947
Cl -0.7424 -2.7317 0.6314
H -3.5842 2.1870 7.2447
H -2.7817 0.6552 6.8519
H -3.5106 0.8644 8.4382
H -5.7074 1.2150 6.8524
H -5.1875 -0.3425 7.4575
H -6.6220 0.3679 4.9285
H -5.4043 1.5800 4.4098
H -5.5382 -1.2743 3.4335
H -6.0576 0.1745 2.5116
H -4.5601 -0.2617 0.8791
H -3.6257 -1.5426 1.6330
H -1.9032 2.2745 1.3131
H -2.3363 0.4390 -1.9150
H -1.0423 -0.7041 -1.4637
H -0.2735 1.5886 -2.6938
H 1.0277 -3.0705 3.2806
H 2.1318 -1.8238 2.6062
H 1.7314 -3.2219 1.6550
C 3.8175 -2.7920 -5.0626
O 3.4015 -1.6990 -4.2381
P 3.1398 -0.2659 -4.8888
O 2.5282 -0.3069 -6.2172
O 4.5506 0.4777 -4.8325
C 5.5605 0.0996 -5.7650
O 2.3127 0.4782 -3.8009
C 2.7875 0.5647 -2.4350
H 3.0779 -3.5875 -4.9872
H 3.9169 -2.4986 -6.1076
H 4.7759 -3.1602 -4.6972
H 5.1357 -0.0646 -6.7563
H 6.0691 -0.8044 -5.4233
H 6.2823 0.9105 -5.8181
H 3.8595 0.3795 -2.3712
H 2.2552 -0.1605 -1.8271
H 2.5699 1.5592 -2.0668
C -0.2181 -2.2384 -6.0051
O -1.2024 -2.7455 -6.9280
P -0.9878 -4.1742 -7.5824
O -0.4048 -5.1875 -6.7106
O -0.1621 -3.8873 -8.9178
C 1.2330 -3.5964 -8.7984
O -2.4132 -4.5191 -8.1467
C -3.0983 -3.5879 -8.9942
H -0.6985 -2.0486 -5.0478
H 0.6005 -2.9409 -5.8577
H 0.1802 -1.3066 -6.3994
H 1.7015 -4.2440 -8.0563
H 1.3786 -2.5501 -8.5231
H 1.6915 -3.7760 -9.7676
H -2.4160 -2.8665 -9.4399
H -3.8510 -3.0610 -8.4101
H -3.5856 -4.1526 -9.7858
C 1.0941 5.8360 5.5513
O 1.2732 4.4325 5.7574
P 1.2753 3.8386 7.2351
O 0.3429 4.4795 8.1574
O 2.8052 3.8939 7.6987
C 3.3552 5.1534 8.0744
O 1.0506 2.3129 6.9980
C 1.8976 1.5812 6.0867
H 0.2053 5.9862 4.9421
H 0.9736 6.3735 6.4916
H 1.9625 6.2243 5.0191
H 2.6424 5.7301 8.6656
H 3.6444 5.7183 7.1856
H 4.2418 4.9625 8.6740
H 2.8402 2.0981 5.9122
H 1.3807 1.4400 5.1379
H 2.1034 0.6108 6.5312
*
```

## Properties
**Gap between HOMO and LUMO**: 7.0 eV

***

5.
Density functional theory data (ωB97M-V with the def2-TZVPD basis set) for a 7-piece molecular cluster, C4H21NO7 overall.

Geometry as ORCA input:
```
! wB97M-V def2-TZVPD RIJCOSX def2/J DEFGRID3
* xyz 0 1
C 2.2393 -1.2585 0.0686
C 1.8028 0.0292 0.8346
N 1.0141 0.8257 0.0094
C 0.5100 2.1089 0.5793
C -0.2217 2.7955 -0.6541
O -1.3340 2.4952 -0.7873
H 3.0036 -1.6743 0.6603
H 2.6491 -1.1097 -0.9353
H 1.5194 -2.1128 0.3732
H 2.7800 0.4209 1.0560
H 1.3113 -0.4850 1.6382
H 0.0896 0.3540 -0.4435
H -0.1002 2.0232 1.4080
H 1.4532 2.6870 0.7652
H 0.3497 3.4480 -1.4017
O -1.0044 -2.6901 -0.2284
H -1.8612 -2.1597 -0.1850
H -0.3797 -2.2165 -0.7206
O -1.4022 -0.8703 -2.4719
H -2.1802 -1.1925 -2.8781
H -1.0634 -0.2599 -3.2574
O -2.0450 0.6219 3.0158
H -2.3824 -0.2199 3.0808
H -1.0352 0.3635 2.9533
O 0.0754 -2.2582 2.4488
H -0.3157 -2.9850 2.8900
H -0.1876 -2.2975 1.6061
O 1.4070 1.7800 -2.8517
H 2.3558 1.9873 -2.3703
H 0.8639 1.3074 -2.2413
O -2.8048 0.0437 -0.3747
H -2.9736 0.8962 -0.6786
H -2.1331 -0.3976 -0.9076
*
```

## Properties
**Energy above the lowest of the compared OMol25 structures with the same formula, charge and spin**: 4.052 eV
**Gap between HOMO and LUMO**: 9.4 eV
**SMILES**: CCNCC=O.O.O.O.O.O.O

***

Number 4 is which compound? C19H45Cl2InO15P3